Below is a molecular structure, C17H15BN10O4Y, with properties calculated with ωB97M-V with the def2-TZVPD basis set.

Orbital gap (alpha / beta) (eV): 8.14 / 3.96
HOMO level (alpha / beta) (eV): -14.64 / -14.64
Spin multiplicity: 2
Total charge: +2
ΔE to the lowest compared entry with this formula, charge and spin (kcal per mole): 20.59
LUMO (alpha / beta) (eV): -6.5 / -10.7

Last column: Mulliken charge in e.
Atoms and positions in Å:
Y -0.10012 0.16615 -0.02326  1.42
O 1.58740 -0.97778 -0.23627  -0.64
O 3.81254 -1.20906 -0.40312  -0.67
O 6.00409 0.09089 0.59658  -0.49
O 6.22442 2.07486 1.56765  -0.52
N -0.85260 1.37448 1.67781  -0.91
N -2.61650 4.93786 0.00153  -0.72
N 2.26942 2.80756 0.81790  -0.19
N -1.66306 2.40771 1.28328  1.00
N -3.32814 3.67026 -0.13815  0.02
N 1.85644 1.61180 0.37208  0.10
N -0.47717 1.59842 -1.64151  -0.88
N -1.36614 2.58732 -1.30719  0.99
N -3.11021 1.01973 -0.30017  0.49
N -2.33677 -0.11242 -0.28595  -0.36
C 2.84537 -0.55604 -0.12309  0.89
C -0.43336 1.64917 2.90878  -0.24
C 0.21574 2.02589 -2.69306  -0.24
C -4.82924 5.31626 -0.19337  -0.71
C -0.21171 3.29089 -3.07958  -1.03
C -4.47089 -0.72956 -0.57738  -1.13
C 2.96392 0.85628 0.35207  -0.37
C -3.15210 -1.14898 -0.45166  -0.19
C -4.39872 0.63555 -0.47755  0.14
C 5.53789 1.26885 1.01399  0.41
C 3.58843 2.82680 1.06762  -0.37
C -3.52695 5.86213 -0.03964  -0.25
C 4.08430 1.57346 0.78740  0.48
C -1.73256 3.29783 2.30037  -0.04
C -1.20510 3.60677 -2.18171  -0.02
C -0.96635 2.85436 3.35385  -1.01
C -4.58998 3.87252 -0.25135  0.26
B -2.38106 2.38875 -0.12119  -0.02
H -2.31900 4.19675 2.23415  0.50
H 0.21998 0.96331 3.42734  0.51
H -5.33199 3.10348 -0.36235  0.40
H 4.10559 3.69996 1.43248  0.57
H -5.21973 1.32243 -0.53361  0.33
H -2.76033 -2.15509 -0.47492  0.50
H -5.35075 -1.33133 -0.72241  0.48
H -5.78739 5.81460 -0.23702  0.47
H -1.79943 4.50193 -2.13305  0.50
H 1.61725 3.56989 0.90495  0.14
H 0.14692 3.89049 -3.89824  0.47
H 0.97568 1.39896 -3.13500  0.52
H -3.24552 6.90258 0.04193  0.52
H -0.82234 3.33222 4.30752  0.48
H 5.28221 -0.45383 0.22035  0.43


Below is a single CH4N2OS molecule, with properties calculated with ωB97M-V with the def2-TZVPD basis set.

Orbital gap (eV): 9.59
HOMO level (eV): -8.82
Spin multiplicity: 1
ΔE to the lowest compared entry with this formula, charge and spin (kcal per mole): 92.66
Structure (SMILES): C=NSON
LUMO (eV): 0.8

Last column: Mulliken charge in e.
Atoms and positions in Å:
S -1.12535 -0.18037 -0.11317  0.18
O -0.13122 -0.27154 -1.48424  -0.25
N 0.60617 -1.45617 -1.78964  -0.39
N -0.02530 0.59075 0.86887  -0.26
C -0.38472 1.22148 1.92326  -0.24
H 0.40026 1.81229 2.42068  0.24
H -1.39439 1.21638 2.32234  0.23
H 0.58937 -1.60625 -2.85950  0.26
H 1.46518 -1.32658 -1.28859  0.25


Below is 2 unconnected molecules or ions with the total composition CH3ClN2S, with properties calculated with ωB97M-V with the def2-TZVPD basis set.

Orbital gap (alpha / beta) (eV): 7.39 / 7.73
HOMO level (alpha / beta) (eV): -7.92 / -8.00
Spin multiplicity: 1
ΔE to the lowest compared entry with this formula, charge and spin (kcal per mole): 91.66
LUMO (alpha / beta) (eV): -0.5 / -0.3

Last column: Mulliken charge in e.
Atoms and positions in Å:
Cl -0.11450 -0.64873 -2.49653  -0.12
S -0.54747 2.20291 -1.83006  -0.17
N 0.24051 -0.79439 1.40688  -0.23
N -0.59343 0.03436 0.78781  -0.36
C -0.27499 0.67595 -1.42502  0.10
H 0.11402 -1.79154 1.39377  0.24
H 1.28712 -0.66877 1.42643  0.24
H -0.11127 0.99020 0.73671  0.30


Below is a single C20H19BrFNO2 molecule, with properties calculated with ωB97M-V with the def2-TZVPD basis set.

Orbital gap (eV): 8.23
HOMO level (eV): -7.55
Spin multiplicity: 1
Structure (SMILES): COc1cccc([C@H]2Nc3c(F)cc(Br)cc3[C@@H]3C=CC[C@H]23)c1OC
LUMO (eV): 0.7

Last column: Mulliken charge in e.
Atoms and positions in Å:
Br 6.98901 -0.64694 -0.17239  -0.23
F 2.55873 -2.66439 1.67303  -0.34
O -0.93953 -1.21769 -1.03289  -0.41
O -3.69282 -1.79152 -0.95013  -0.35
N 1.01083 -0.59821 0.75693  -0.08
C 2.97510 0.43980 -0.16632  0.23
C -3.37046 0.73998 1.70486  -1.32
C 4.34428 0.40956 -0.37326  -0.84
C -3.17356 -0.88186 -0.06779  0.72
C 1.18000 3.56219 -0.04325  -0.80
C -3.94225 -0.19977 0.86574  -0.32
C 4.51959 -1.68991 0.79914  -0.60
C 2.35199 -0.59549 0.54649  -0.95
C 0.62684 1.33963 -0.67333  -0.35
C 0.25391 0.62540 0.63872  -0.19
C 0.06186 2.76941 -0.65691  -0.93
C -1.22298 0.32790 0.70936  0.15
C 2.15083 1.55401 -0.74419  0.20
C -5.06384 -2.09500 -0.88143  -1.00
C 5.10539 -0.63747 0.11390  -0.07
C -1.78936 -0.62720 -0.14250  0.26
C -2.01991 1.00537 1.62224  -0.53
C -1.14594 -2.55567 -1.43374  -0.91
C 2.32218 2.89808 -0.07514  -0.32
C 3.15975 -1.64720 0.99819  0.79
H -0.18395 -2.88844 -1.82455  0.31
H -1.56977 1.73590 2.27764  0.48
H 3.28020 3.23457 0.27915  0.46
H -5.68272 -1.21656 -1.08991  0.37
H -5.33746 -2.51285 0.09270  0.39
H -3.98758 1.26192 2.41946  0.37
H 0.51395 1.30579 1.46862  0.63
H -5.00103 -0.38796 0.93691  0.43
H -1.90507 -2.63382 -2.21446  0.26
H 4.81807 1.20800 -0.92431  0.54
H 2.44608 1.67072 -1.79671  0.58
H -5.23375 -2.84418 -1.65348  0.24
H 5.09787 -2.51888 1.17364  0.47
H 0.26138 0.74250 -1.50687  0.80
H -1.43069 -3.18814 -0.58989  0.34
H -0.13222 3.12472 -1.67280  0.31
H 1.02783 4.55545 0.34183  0.44
H -0.87036 2.84019 -0.09608  0.40
H 0.63958 -1.31194 1.36378  0.36


Below is a gas-phase ion, C2H9N2 (charge +1), with properties calculated with ωB97M-V with the def2-TZVPD basis set.

Orbital gap (eV): 9.93
HOMO level (eV): -13.83
Spin multiplicity: 1
Total charge: +1
ΔE to the lowest compared entry with this formula, charge and spin (kcal per mole): 41.55
Structure (SMILES): NCC[NH3+]
LUMO (eV): -3.9

Last column: Mulliken charge in e.
Atoms and positions in Å:
N -1.47690 -0.94061 -0.34988  -0.31
N 1.24838 1.28693 0.73680  -0.50
C -0.19094 -0.44231 0.28822  -0.52
C 0.86844 0.48812 -0.43864  -0.53
H -2.24613 -0.24546 -0.57821  0.37
H -1.90240 -1.55712 0.27163  0.35
H 0.28812 -1.42247 0.69502  0.28
H 1.54974 -0.09147 -1.00635  0.34
H 0.25286 1.09363 -1.15573  0.38
H 1.34944 2.24695 0.64516  0.21
H -1.15612 -1.32081 -1.27728  0.36
H -0.70202 0.07917 1.19077  0.34
H 2.11754 0.82546 0.97849  0.23


Below is a molecular structure, C9H13N6O2PdS, with properties calculated with ωB97M-V with the def2-TZVPD basis set.

Orbital gap (alpha / beta) (eV): 8.06 / 6.47
HOMO level (alpha / beta) (eV): -11.30 / -11.23
Spin multiplicity: 3
Total charge: +1
ΔE to the lowest compared entry with this formula, charge and spin (kcal per mole): 0.00
LUMO (alpha / beta) (eV): -3.2 / -4.8

Last column: Mulliken charge in e.
Atoms and positions in Å:
Pd -0.67560 -0.36765 0.04448  0.67
S -2.54065 -1.66329 0.78456  -0.39
O 1.58047 -0.69139 -0.28161  -0.53
O 3.47393 -1.79108 -0.09283  -0.31
N -3.71012 0.52530 -0.29426  -1.08
N 0.08267 1.76899 0.15649  -0.22
N -2.43461 0.97116 -0.22566  0.51
N 1.49216 -2.94456 -0.07701  -0.02
N -5.03405 -1.29763 -0.04303  -0.37
N 0.10104 -2.88146 -0.05840  -0.58
C 4.17958 -3.04377 -0.04368  -0.81
C 1.73527 3.48363 0.18354  -0.74
C 2.15661 -1.76459 -0.14691  0.69
C -0.56280 4.05134 -0.09866  -0.72
C -2.23896 2.22342 -0.14291  -0.54
C 1.35440 2.15236 0.25402  -0.17
C -0.86497 2.70445 -0.02441  0.85
C -3.83118 -0.71813 0.06433  0.73
C 0.76076 4.44864 0.00543  -0.18
H 1.02602 5.49586 -0.05684  0.44
H -0.26550 -3.31563 0.78108  0.30
H 3.92695 -3.66333 -0.90387  0.39
H -5.19755 -2.22262 0.30782  0.19
H -1.35935 4.77085 -0.23638  0.36
H -0.29894 -3.32884 -0.87576  0.23
H -5.80407 -0.74946 -0.38794  0.25
H 2.78078 3.74553 0.26729  0.38
H 3.97558 -3.56641 0.89109  0.36
H 5.23042 -2.78652 -0.08406  0.24
H 2.08365 1.36762 0.38531  0.48
H -3.08032 2.90875 -0.12856  0.38
H 1.95842 -3.82154 0.07733  0.22


What is the spin multiplicity in the fourth record?
1


Please write out number 2 again, unchanged.
Below is a single CH4N2OS molecule, with properties calculated with ωB97M-V with the def2-TZVPD basis set.

Orbital gap (eV): 9.59
HOMO level (eV): -8.82
Spin multiplicity: 1
ΔE to the lowest compared entry with this formula, charge and spin (kcal per mole): 92.66
Structure (SMILES): C=NSON
LUMO (eV): 0.8

Last column: Mulliken charge in e.
Atoms and positions in Å:
S -1.12535 -0.18037 -0.11317  0.18
O -0.13122 -0.27154 -1.48424  -0.25
N 0.60617 -1.45617 -1.78964  -0.39
N -0.02530 0.59075 0.86887  -0.26
C -0.38472 1.22148 1.92326  -0.24
H 0.40026 1.81229 2.42068  0.24
H -1.39439 1.21638 2.32234  0.23
H 0.58937 -1.60625 -2.85950  0.26
H 1.46518 -1.32658 -1.28859  0.25


Please write out number 4 again, unchanged.
Below is a single C20H19BrFNO2 molecule, with properties calculated with ωB97M-V with the def2-TZVPD basis set.

Orbital gap (eV): 8.23
HOMO level (eV): -7.55
Spin multiplicity: 1
Structure (SMILES): COc1cccc([C@H]2Nc3c(F)cc(Br)cc3[C@@H]3C=CC[C@H]23)c1OC
LUMO (eV): 0.7

Last column: Mulliken charge in e.
Atoms and positions in Å:
Br 6.98901 -0.64694 -0.17239  -0.23
F 2.55873 -2.66439 1.67303  -0.34
O -0.93953 -1.21769 -1.03289  -0.41
O -3.69282 -1.79152 -0.95013  -0.35
N 1.01083 -0.59821 0.75693  -0.08
C 2.97510 0.43980 -0.16632  0.23
C -3.37046 0.73998 1.70486  -1.32
C 4.34428 0.40956 -0.37326  -0.84
C -3.17356 -0.88186 -0.06779  0.72
C 1.18000 3.56219 -0.04325  -0.80
C -3.94225 -0.19977 0.86574  -0.32
C 4.51959 -1.68991 0.79914  -0.60
C 2.35199 -0.59549 0.54649  -0.95
C 0.62684 1.33963 -0.67333  -0.35
C 0.25391 0.62540 0.63872  -0.19
C 0.06186 2.76941 -0.65691  -0.93
C -1.22298 0.32790 0.70936  0.15
C 2.15083 1.55401 -0.74419  0.20
C -5.06384 -2.09500 -0.88143  -1.00
C 5.10539 -0.63747 0.11390  -0.07
C -1.78936 -0.62720 -0.14250  0.26
C -2.01991 1.00537 1.62224  -0.53
C -1.14594 -2.55567 -1.43374  -0.91
C 2.32218 2.89808 -0.07514  -0.32
C 3.15975 -1.64720 0.99819  0.79
H -0.18395 -2.88844 -1.82455  0.31
H -1.56977 1.73590 2.27764  0.48
H 3.28020 3.23457 0.27915  0.46
H -5.68272 -1.21656 -1.08991  0.37
H -5.33746 -2.51285 0.09270  0.39
H -3.98758 1.26192 2.41946  0.37
H 0.51395 1.30579 1.46862  0.63
H -5.00103 -0.38796 0.93691  0.43
H -1.90507 -2.63382 -2.21446  0.26
H 4.81807 1.20800 -0.92431  0.54
H 2.44608 1.67072 -1.79671  0.58
H -5.23375 -2.84418 -1.65348  0.24
H 5.09787 -2.51888 1.17364  0.47
H 0.26138 0.74250 -1.50687  0.80
H -1.43069 -3.18814 -0.58989  0.34
H -0.13222 3.12472 -1.67280  0.31
H 1.02783 4.55545 0.34183  0.44
H -0.87036 2.84019 -0.09608  0.40
H 0.63958 -1.31194 1.36378  0.36